Here is a molecular structure, C40H43F3N6PdS2Sb from the OMol25 dataset. Energies are from wB97M-V/def2-TZVPD.

The geometry in XYZ format:
```
96
C40H43F3N6PdS2Sb wB97M-V/def2-TZVPD
Pd 0.237 0.667 -0.384
S 0.137 3.138 0.368
C 0.800 2.737 1.922
N 0.943 3.635 2.884
N 1.535 3.158 3.956
C 2.035 4.038 4.900
C 1.743 5.408 4.941
C 2.489 6.227 5.764
C 3.167 5.688 6.850
C 3.206 4.315 7.007
C 2.728 3.488 6.013
N 1.380 1.475 2.177
N 1.714 0.879 1.030
C 2.893 0.108 1.056
C 3.575 -0.129 -0.119
C 4.920 -0.490 -0.054
C 5.540 -0.692 1.218
C 4.804 -0.531 2.395
C 3.475 -0.217 2.315
H 1.763 2.120 3.905
H 1.048 5.823 4.260
H 2.669 7.264 5.502
H 3.731 6.297 7.601
H 3.642 3.873 7.928
H 2.793 2.395 6.117
H 3.080 0.092 -1.034
H 5.489 -0.483 -0.942
H 6.582 -0.889 1.300
H 5.300 -0.685 3.393
H 2.921 0.084 3.179
C -4.330 -5.858 -1.128
C -4.311 -5.476 0.346
C -4.455 -3.905 0.685
C -3.312 -3.085 0.118
N -3.125 -1.878 0.871
C -1.927 -1.318 1.093
S -0.595 -1.525 -0.074
N -1.730 -0.526 2.160
C -2.489 -0.606 3.447
C -2.140 -1.823 4.319
C -0.745 -1.988 4.927
C -0.166 -3.412 4.873
H -4.290 -6.947 -1.219
H -3.478 -5.433 -1.673
H -5.291 -5.485 -1.600
H -3.369 -5.808 0.845
H -5.127 -5.945 0.951
H -4.603 -3.826 1.765
H -5.460 -3.588 0.242
H -3.430 -2.833 -0.934
H -2.440 -3.736 0.236
H -3.967 -1.480 1.394
H -0.956 0.143 2.059
H -3.533 -0.660 3.108
H -2.344 0.295 4.058
H -2.192 -2.659 3.627
H -2.906 -1.815 5.108
H -0.808 -1.624 5.963
H -0.027 -1.318 4.432
H 0.789 -3.514 5.395
H -0.111 -3.739 3.808
H -0.832 -4.060 5.413
F -5.676 0.800 -5.990
C -4.451 0.751 -5.370
C -3.802 -0.452 -5.274
C -2.628 -0.531 -4.565
C -2.069 0.595 -4.021
C -2.762 1.834 -4.097
C -3.983 1.902 -4.755
Sb -0.170 0.534 -2.893
C 0.755 2.261 -3.866
C 1.263 3.316 -3.081
C 1.819 4.412 -3.747
C 1.803 4.428 -5.129
F 2.213 5.579 -5.816
C 1.302 3.400 -5.950
C 0.790 2.280 -5.273
C 1.156 -0.854 -3.831
C 0.654 -2.126 -3.988
C 1.247 -2.979 -4.933
C 2.379 -2.517 -5.601
F 2.931 -3.384 -6.455
C 2.942 -1.263 -5.390
C 2.306 -0.441 -4.507
H -4.335 -1.296 -5.756
H -2.149 -1.526 -4.416
H -2.257 2.728 -3.714
H -4.546 2.843 -4.828
H 1.146 3.333 -2.007
H 2.357 5.208 -3.215
H 1.319 3.340 -7.082
H 0.429 1.436 -5.884
H -0.190 -2.465 -3.381
H 0.975 -4.031 -5.071
H 3.784 -0.910 -5.947
H 2.804 0.434 -4.229
```

Expectation value of S² = 6.178
Net charge = +3
HOMO-LUMO gap (alpha / beta) = 5.384 / 3.740 eV
Multiplicity = 5
E_LUMO (alpha / beta) = -10.048 / -11.882 eV
Calculated total energy = -90925.6651 eV

=====

Here is 5 unconnected molecules or ions with the total composition C5H20N10O5 from the OMol25 dataset. Energies are from wB97M-V/def2-TZVPD.

The geometry in XYZ format:
```
40
C5H20N10O5 wB97M-V/def2-TZVPD
N -1.883 -2.671 -1.569
C -3.249 -2.650 -1.629
N -3.698 -1.385 -1.795
O -3.956 -3.633 -1.485
H -1.394 -3.537 -1.426
H -1.304 -1.859 -1.427
H -3.109 -0.689 -2.212
H -4.656 -1.168 -1.589
N -1.355 1.948 -0.474
C -1.049 0.752 0.087
N -1.913 0.213 0.941
O -0.081 0.080 -0.343
H -2.181 2.381 -0.103
H -0.864 2.162 -1.323
H -1.569 -0.682 1.255
H -2.770 0.608 1.277
N -0.532 -2.924 3.038
C -1.719 -2.497 3.534
N -1.555 -1.338 4.261
O -2.769 -3.120 3.536
H -0.572 -3.884 2.731
H 0.201 -2.303 2.753
H -2.266 -1.086 4.923
H -0.796 -0.703 4.100
N 4.457 -0.059 -2.284
C 3.669 0.134 -1.192
N 2.426 -0.395 -1.386
O 3.928 0.790 -0.180
H 5.455 -0.081 -2.126
H 4.177 -0.670 -3.026
H 2.226 -0.933 -2.206
H 1.620 -0.108 -0.829
N 1.113 3.458 -0.014
C 2.108 4.160 -0.570
N 3.121 3.421 -1.072
O 2.071 5.404 -0.513
H 1.168 2.450 -0.018
H 0.306 3.825 0.448
H 3.783 3.914 -1.644
H 3.415 2.677 -0.449
```

HOMO-LUMO gap = 9.070 eV
Structure (SMILES) = NC(N)=O.NC(N)=O.NC(N)=O.NC(N)=O.NC(N)=O
E_LUMO = -0.105 eV
Calculated total energy = -30652.3523 eV

=====

Here is 2 unconnected molecules or ions with the total composition C10H16O from the OMol25 dataset. Energies are from wB97M-V/def2-TZVPD.

The geometry in XYZ format:
```
27
C10H16O wB97M-V/def2-TZVPD
C 2.250 0.482 1.563
C 2.661 -0.397 0.384
C 2.536 -0.288 2.884
H 2.908 1.345 1.587
H 1.193 0.736 1.575
H 3.460 0.081 -0.190
H 3.609 -0.476 2.991
H 2.162 0.232 3.769
H 1.879 -0.673 -0.323
H 3.020 -1.403 0.644
H 2.102 -1.290 2.870
C -2.403 1.910 1.025
C -0.556 -0.907 -1.693
C -1.136 -1.332 -0.491
C -0.454 0.440 -1.944
C -1.716 -0.406 0.446
C -0.902 1.354 -0.955
C -1.516 0.946 0.268
O 0.004 -1.796 -2.582
H -1.273 -2.400 -0.320
H -0.038 -2.668 -2.212
H 0.014 0.862 -2.825
H -2.247 -0.889 1.257
H -0.764 2.418 -1.125
H -2.123 2.956 0.921
H -2.369 1.676 2.089
H -3.428 1.870 0.636
```

Expectation value of S² = 0.762
Net charge = -1
HOMO-LUMO gap (alpha / beta) = 2.963 / 7.110 eV
Multiplicity = 2
E_LUMO (alpha / beta) = 3.785 / 3.711 eV
Calculated total energy = -12675.3892 eV

=====

Here is 6 unconnected molecules or ions with the total composition H12O6 from the OMol25 dataset. Energies are from wB97M-V/def2-TZVPD.

The geometry in XYZ format:
```
18
H12O6 wB97M-V/def2-TZVPD
O -0.056 0.504 0.535
H -0.962 0.549 0.138
H 0.542 0.613 -0.213
O -2.474 0.782 -0.749
H -2.898 0.098 -1.282
H -3.188 1.185 -0.240
O 0.307 -1.654 -2.472
H 1.049 -1.063 -2.240
H 0.547 -2.514 -2.113
O 2.474 0.131 -1.876
H 2.671 1.075 -1.904
H 3.274 -0.277 -1.521
O -0.666 -2.317 1.888
H -0.619 -2.505 2.832
H -0.261 -1.442 1.784
O 0.249 2.210 2.830
H -0.161 3.026 2.530
H 0.172 1.598 2.072
```

HOMO-LUMO gap = 11.022 eV
Structure (SMILES) = O.O.O.O.O.O
E_LUMO = 0.299 eV
Calculated total energy = -12480.1520 eV

=====

Here is a single C17H18N4OS2 molecule from the OMol25 dataset. Energies are from wB97M-V/def2-TZVPD.

The geometry in XYZ format:
```
42
C17H18N4OS2 wB97M-V/def2-TZVPD
C -6.493 -1.196 0.870
C -5.448 -0.081 0.875
C -4.109 -0.597 0.510
N -3.092 -0.623 1.283
N -1.994 -1.151 0.758
C -2.141 -1.548 -0.459
N -1.200 -2.116 -1.260
C 0.160 -2.318 -1.057
O 0.805 -2.795 -1.956
C 0.707 -1.925 0.294
C 2.168 -1.649 0.225
S 3.337 -2.912 0.429
C 4.603 -1.702 0.269
C 6.033 -2.080 0.339
N 4.163 -0.515 0.090
C 2.802 -0.447 0.042
C 2.161 0.853 -0.145
C 2.730 1.982 0.442
C 2.136 3.219 0.301
C 0.963 3.370 -0.431
C 0.315 4.715 -0.555
C 0.414 2.248 -1.037
C 1.004 1.005 -0.902
S -3.773 -1.282 -1.085
H -6.220 -1.973 1.579
H -6.572 -1.641 -0.120
H -7.464 -0.797 1.149
H -5.371 0.363 1.868
H -5.740 0.696 0.164
H -1.515 -2.401 -2.181
H 0.511 -2.760 0.974
H 0.170 -1.055 0.677
H 6.642 -1.183 0.272
H 6.287 -2.749 -0.483
H 6.246 -2.597 1.273
H 3.642 1.870 1.008
H 2.586 4.085 0.766
H 1.056 5.480 -0.777
H -0.437 4.716 -1.340
H -0.170 4.984 0.384
H -0.485 2.349 -1.630
H 0.584 0.157 -1.421
```

HOMO-LUMO gap = 8.399 eV
Structure (SMILES) = CCc1nnc(NC(=O)Cc2sc(C)nc2-c2ccc(C)cc2)s1
E_LUMO = 0.368 eV
Calculated total energy = -47600.0514 eV

=====

Here is a single C8H5NO2 molecule from the OMol25 dataset. Energies are from wB97M-V/def2-TZVPD.

The geometry in XYZ format:
```
16
C8H5NO2 wB97M-V/def2-TZVPD
O 1.154 1.304 4.475
C 1.289 0.880 3.332
N 1.378 0.442 2.235
C 0.298 -0.264 1.755
O -0.455 -0.882 2.497
C -0.008 -0.221 0.319
C 0.891 0.408 -0.563
C 0.632 0.491 -1.928
C -0.523 -0.129 -2.469
C -1.453 -0.753 -1.594
C -1.208 -0.748 -0.215
H 1.770 0.913 -0.209
H 1.317 1.000 -2.614
H -0.710 -0.135 -3.540
H -2.403 -1.160 -1.944
H -1.968 -1.148 0.461
```

HOMO-LUMO gap = 9.549 eV
Structure (SMILES) = O=C=NC(=O)c1ccccc1
E_LUMO = -0.309 eV
Calculated total energy = -13961.7775 eV

=====

Q: Which F_max values were calculated for the entries above? A: 0.074, 0.074, 0.039, 0.013, 0.031, 0.179, in Eh/bohr.